[1]
Computed, not measured: a 8-piece molecular cluster, C36H88O3 overall in a non-equilibrium geometry, with ωB97M-V/def2-TZVPD.

Properties
Max |F|   0.1795 Eh/bohr
ΔE to the lowest compared entry with this formula, charge and spin   0.000 eV
SMILES   CCCCCC.CCCCCC.CCCCCC.CCCCCC.CCCCCC.CCO.CCO.CCO
LUMO level   0.010 Ha
Orbital gap   9.447 eV

The geometry in XYZ format:
```
127
Properties=species:S:1:pos:R:3:mulliken_charge:R:1
C 12.992 96.765 34.451 -1.63
C 12.947 96.449 35.931 -1.15
C 14.235 96.182 36.721 -0.48
C 13.959 95.995 38.149 -0.05
C 15.167 95.550 38.886 0.03
C 14.852 95.128 40.407 -1.22
H 13.652 96.064 34.037 0.43
H 13.298 97.614 34.256 0.43
H 11.956 96.665 34.032 0.34
H 12.224 95.699 35.993 0.55
H 12.581 97.133 36.520 0.63
H 14.965 97.007 36.463 0.12
H 14.883 95.332 36.323 0.60
H 13.073 95.460 38.424 0.64
H 13.883 96.880 38.557 -0.41
H 15.995 96.342 38.855 -0.18
H 15.426 94.720 38.285 0.56
H 15.694 94.735 40.877 0.49
H 14.083 94.257 40.374 0.35
H 14.546 95.925 41.007 0.01
C 12.894 98.800 40.818 -0.82
C 12.533 98.947 42.376 -0.87
C 12.503 97.664 43.165 -0.04
C 12.690 97.929 44.629 -0.39
C 12.802 96.749 45.515 -0.05
C 12.660 97.036 47.028 -1.49
H 13.827 98.623 40.620 -0.21
H 12.695 99.748 40.535 0.60
H 12.140 98.038 40.306 0.18
H 11.607 99.369 42.230 0.64
H 13.131 99.774 42.693 0.38
H 13.369 97.092 43.001 -0.20
H 11.582 97.104 42.995 0.47
H 11.852 98.512 44.871 0.60
H 13.702 98.475 44.736 -0.26
H 13.838 96.150 45.268 -0.04
H 12.099 95.896 45.167 0.34
H 11.734 97.539 47.408 0.33
H 13.354 97.641 47.452 0.44
H 12.677 96.278 47.871 0.37
C 25.906 101.028 34.201 -1.13
C 24.578 100.260 34.346 -0.55
C 23.545 101.288 34.185 -0.59
C 22.113 100.597 34.578 -0.68
C 21.025 101.560 34.794 -0.44
C 19.743 100.890 35.401 -1.18
H 26.717 100.234 34.336 0.33
H 26.212 101.736 35.045 0.30
H 26.037 101.640 33.293 0.34
H 24.259 99.656 35.125 0.51
H 24.322 99.655 33.480 0.24
H 23.567 101.559 33.198 0.41
H 23.613 102.067 35.032 0.28
H 22.380 99.944 35.515 0.24
H 21.843 99.849 33.809 0.33
H 20.693 102.069 33.889 0.28
H 21.393 102.263 35.446 0.33
H 18.863 101.449 35.695 0.33
H 20.131 100.272 36.336 0.12
H 19.373 100.055 34.868 0.54
C 21.345 96.995 45.055 -1.31
C 21.336 97.486 43.665 -0.04
C 20.613 96.679 42.646 -0.35
C 20.479 97.159 41.196 -0.43
C 19.581 96.385 40.276 -0.04
C 19.386 97.203 38.978 -0.90
H 20.379 96.585 45.496 0.19
H 21.931 97.733 45.658 0.36
H 22.020 96.222 45.391 0.40
H 22.377 97.628 43.265 0.29
H 20.699 98.417 43.577 0.12
H 19.769 96.126 43.039 -0.03
H 21.266 95.677 42.485 0.36
H 21.411 97.626 40.922 0.50
H 19.939 98.182 41.454 -0.07
H 18.581 96.090 40.569 0.05
H 20.209 95.409 40.048 0.34
H 20.285 97.479 38.574 0.67
H 18.927 98.253 39.333 -0.16
H 18.663 96.707 38.126 0.18
C 17.115 96.343 44.428 -0.76
C 16.450 97.519 43.885 -0.04
C 17.380 98.542 43.197 0.09
C 16.584 99.641 42.462 0.48
C 16.190 100.789 43.516 -0.34
C 15.692 102.101 42.814 -1.13
H 16.552 95.734 45.250 0.38
H 18.192 96.391 44.936 -0.23
H 17.697 95.674 43.499 0.04
H 15.710 97.818 44.512 0.57
H 15.777 97.165 43.145 -0.19
H 18.034 98.081 42.527 -0.32
H 17.796 99.106 44.038 0.37
H 15.806 99.316 41.976 -0.25
H 17.225 99.898 41.611 -0.06
H 17.138 101.002 44.053 0.50
H 15.224 100.444 44.132 -0.01
H 15.659 102.877 43.650 0.34
H 14.765 101.863 42.143 0.22
H 16.581 102.469 42.321 0.28
C 19.240 103.552 38.397 -0.62
C 18.383 104.546 37.567 -0.63
O 17.566 103.865 36.791 -0.60
H 18.575 103.091 39.239 -0.01
H 20.129 104.176 38.605 0.42
H 19.757 102.869 37.839 0.16
H 18.969 105.258 36.985 0.42
H 17.983 105.305 38.036 0.57
H 16.923 104.317 35.962 0.32
C 16.293 99.438 38.780 -0.62
C 17.125 100.770 38.573 -0.31
O 16.359 101.459 37.656 -0.36
H 16.169 98.889 37.798 0.25
H 15.265 99.639 39.238 -0.04
H 16.782 98.718 39.383 0.23
H 18.074 100.376 38.030 -0.15
H 17.307 101.335 39.328 0.84
H 16.813 102.214 37.357 0.10
C 12.411 100.572 35.606 -1.45
C 13.709 100.195 36.467 0.98
O 13.755 101.120 37.593 -0.60
H 12.367 100.030 34.745 0.46
H 12.409 101.685 35.337 0.30
H 11.570 100.227 36.059 0.44
H 14.787 100.220 35.737 0.04
H 13.844 99.183 36.975 -0.55
H 14.613 101.127 38.012 0.31
```

=====

[2]
Computed, not measured: a 2-piece molecular cluster, C3H4I2O overall in a non-equilibrium geometry, with ωB97M-V/def2-TZVPD.

Properties
Max |F|   0.0398 Eh/bohr
ΔE to the lowest compared entry with this formula, charge and spin   1.455 eV
SMILES   C=CI.O=CI
LUMO level   0.000 Ha
Orbital gap   9.340 eV

The geometry in XYZ format:
```
10
Properties=species:S:1:pos:R:3:mulliken_charge:R:1
C -0.977 -0.140 -0.816 -0.46
C -0.495 -1.294 -0.349 -0.53
C 1.869 -0.786 1.367 -0.04
O 2.399 -0.474 0.348 -0.38
I -1.525 -2.086 1.334 0.05
I 2.585 -2.322 2.674 0.02
H -0.655 0.272 -1.817 0.22
H -1.874 0.344 -0.455 0.27
H 0.417 -1.849 -0.764 0.45
H 1.096 -0.384 2.035 0.39
```

=====

[3]
Computed, not measured: C5H10NO as an isolated structure in a non-equilibrium geometry, with ωB97M-V/def2-TZVPD.

Properties
Max |F|   0.1018 Eh/bohr
ΔE to the lowest compared entry with this formula, charge and spin   4.785 eV
Total charge   +1
LUMO level   -0.166 Ha
Orbital gap   9.517 eV

The geometry in XYZ format:
```
17
Properties=species:S:1:pos:R:3:mulliken_charge:R:1
C 0.147 0.976 0.019 -0.46
C -2.581 0.510 -0.491 -0.19
C 1.220 0.308 0.219 -0.14
C -1.461 -0.969 0.037 0.06
C 1.980 -0.783 -0.571 -1.21
N -2.239 -0.228 0.724 -0.09
O -1.731 -0.451 -1.210 -0.27
H -0.388 1.189 -0.994 0.36
H -0.093 1.675 0.908 0.21
H -3.663 0.763 -0.734 0.31
H -2.103 1.459 -0.474 0.32
H 1.681 0.296 1.194 0.30
H -0.969 -1.865 0.131 0.48
H 1.833 -1.807 -0.191 0.31
H 3.004 -0.527 -0.271 0.35
H 1.813 -0.772 -1.596 0.39
H -2.470 -0.110 1.727 0.28
```

=====

HOMO energy: -0.33698, -0.34287, -0.51537 (hartree)